An isolated molecule of C5H10O2S, computed with ωB97M-V/def2-TZVPD.

Its structure (SMILES) is C=C(CS)OCCO. Its energy relative to the best compared isomer or geometry (same formula, charge and spin) is 201.6 kJ/mol. The total energy comes out at -20275.602 eV. The LUMO energy comes out at 0.73 eV. The HOMO energy comes out at -8.94 eV. The calculation puts the HOMO-LUMO gap at 9.7 eV.

Each line ends with the natural charge from an NBO analysis.
Cartesian coordinates (Å):
C  -1.380  2.046  0.045  -0.4848
C  -0.938  0.758  -0.064  0.3140
C  -1.552  -0.448  0.739  -0.5944
S  -2.450  -1.649  -0.267  -0.0275
O  0.055  0.505  -1.019  -0.5200
C  0.959  -0.534  -0.810  -0.0901
C  2.050  -0.165  0.102  -0.0903
O  2.988  -1.213  0.149  -0.7181
H  -1.049  2.818  -0.614  0.2201
H  -2.124  2.247  0.844  0.2051
H  -0.751  -1.026  1.189  0.2299
H  -2.188  -0.026  1.506  0.2318
H  -3.161  -0.800  -1.072  0.1377
H  0.432  -1.505  -0.565  0.1804
H  1.357  -0.722  -1.839  0.2001
H  2.586  0.731  -0.383  0.1688
H  1.638  0.074  1.123  0.1637
H  3.525  -1.093  0.937  0.4734

Cartesian forces (eV/Å) of the 6 atoms listed first:
-0.44 -2.56 1.16
-0.11 0.66 -0.06
0.88 1.70 -1.03
-0.39 0.19 -0.63
-1.67 0.84 0.75
-0.96 -2.29 -2.08


A cluster of 2 separate species, C5H10O2Si2 in total, computed with ωB97M-V/def2-TZVPD.

Its energy relative to the best compared isomer or geometry (same formula, charge and spin) is 392.3 kJ/mol. The total energy comes out at -25193.484 eV. The LUMO energy (spin up / spin down) comes out at -0.84 / -0.03 eV. The HOMO energy (spin up / spin down) comes out at -8.92 / -7.41 eV. The calculation puts the HOMO-LUMO gap (spin up / spin down) at 8.1 / 7.4 eV.

Each line ends with the natural charge from an NBO analysis.
Cartesian coordinates (Å):
C  3.044  0.392  0.135  -0.3161
C  2.173  -0.154  -0.826  -0.2738
C  2.289  1.242  0.909  0.1153
C  0.940  0.443  -0.661  -0.2155
C  -1.173  -3.732  0.431  -0.4615
O  1.026  1.361  0.402  -0.4259
O  -1.918  0.805  -0.616  -1.2849
Si  -2.480  1.952  0.474  1.1962
Si  -0.709  -0.019  -1.342  1.3208
H  4.022  0.139  0.275  0.2241
H  2.240  -0.900  -1.570  0.2288
H  2.358  1.800  1.793  0.2047
H  -0.794  -3.456  -0.524  0.1465
H  -0.477  -3.412  1.194  0.1635
H  -2.140  -3.596  0.438  0.1455
H  -2.211  1.291  1.906  -0.1714
H  -1.561  3.054  0.209  -0.1999
H  -3.960  2.396  0.060  -0.1677
H  -0.669  0.396  -2.687  -0.2287

Cartesian forces (eV/Å) of the 6 atoms listed first:
-2.16 0.88 0.78
-2.06 1.15 0.21
-0.67 -0.56 -1.87
0.74 0.55 1.09
4.98 0.47 -0.52
0.30 -1.59 -0.55


An isolated molecule of C5H10O3, computed with ωB97M-V/def2-TZVPD.

Its structure (SMILES) is C=C(OC)C(C)(O)O. Its energy relative to the best compared isomer or geometry (same formula, charge and spin) is 181.1 kJ/mol. The total energy comes out at -11488.309 eV. The LUMO energy comes out at 0.81 eV. The HOMO energy comes out at -9.58 eV. The calculation puts the HOMO-LUMO gap at 10.4 eV.

Each line ends with the natural charge from an NBO analysis.
Cartesian coordinates (Å):
C  -0.665  -1.671  -0.697  -0.4355
C  -0.014  -0.557  -0.330  0.2572
O  1.370  -0.502  -0.438  -0.5369
C  2.028  -1.189  0.626  -0.2563
C  -0.697  0.733  0.116  0.4393
C  -0.650  1.800  -0.971  -0.6389
O  -0.100  1.244  1.294  -0.7141
O  -2.044  0.482  0.471  -0.7201
H  -0.129  -2.542  -1.059  0.2080
H  -1.749  -1.726  -0.668  0.2271
H  2.260  -0.480  1.426  0.1708
H  1.443  -2.022  1.033  0.1848
H  2.970  -1.590  0.240  0.1971
H  -1.292  2.650  -0.710  0.2131
H  0.365  2.191  -1.105  0.2282
H  -1.009  1.413  -1.931  0.2247
H  0.226  0.469  1.776  0.4729
H  -2.311  1.296  0.929  0.4788

Cartesian forces (eV/Å) of the 6 atoms listed first:
0.02 0.82 0.26
-0.64 -1.04 -0.69
-0.61 -0.10 0.44
0.50 0.07 0.04
-0.31 0.32 0.21
0.29 0.40 -0.25


A cluster of 2 separate species, C5H10O3 in total, computed with ωB97M-V/def2-TZVPD.

Its structure (SMILES) is C=CCCC(=O)O.O. Its energy relative to the best compared isomer or geometry (same formula, charge and spin) is 209.8 kJ/mol. The total energy comes out at -11488.013 eV. The LUMO energy comes out at 0.57 eV. The HOMO energy comes out at -9.30 eV. The calculation puts the HOMO-LUMO gap at 9.9 eV.

Each line ends with the natural charge from an NBO analysis.
Cartesian coordinates (Å):
C  -2.179  -0.149  -1.257  -0.4274
C  -0.847  0.153  -1.354  -0.1667
C  0.046  -0.968  -1.070  -0.4430
C  0.197  -0.666  0.428  -0.5242
C  1.240  -1.471  1.264  0.8093
O  2.254  -1.971  0.868  -0.5842
O  0.937  -1.472  2.603  -0.7212
H  -2.453  -1.183  -0.995  0.1950
H  -2.915  0.653  -1.302  0.2024
H  -0.362  1.061  -1.552  0.2129
H  0.996  -1.032  -1.713  0.2344
H  -0.647  -1.836  -1.417  0.2106
H  -0.751  -0.618  0.974  0.2459
H  0.365  0.368  0.411  0.2517
H  1.631  -1.746  3.230  0.5020
O  0.677  3.292  0.353  -0.9563
H  1.664  3.545  0.405  0.4827
H  0.148  4.040  0.122  0.4761

Cartesian forces (eV/Å) of the 6 atoms listed first:
1.90 1.70 -0.11
-3.39 -1.52 -1.19
-0.18 -2.21 -1.12
0.65 -2.61 1.03
0.38 0.79 0.63
-0.21 -0.03 -0.50


A cluster of 2 separate species, C5H10O3 in total, computed with ωB97M-V/def2-TZVPD.

Its structure (SMILES) is CC(=O)O.CC(C)=O. Its energy relative to the best compared isomer or geometry (same formula, charge and spin) is 0.7 kJ/mol. The total energy comes out at -11490.180 eV. The LUMO energy comes out at 0.86 eV. The HOMO energy comes out at -9.89 eV. The calculation puts the HOMO-LUMO gap at 10.8 eV.

Each line ends with the natural charge from an NBO analysis.
Cartesian coordinates (Å):
C  -0.795  3.132  -2.151  -0.7305
C  -0.396  1.851  -1.482  0.7922
O  0.413  1.731  -0.589  -0.6033
O  -1.069  0.793  -2.007  -0.6932
H  -0.241  3.979  -1.714  0.2363
H  -1.876  3.313  -2.021  0.2415
H  -0.574  3.086  -3.231  0.2429
H  -0.741  -0.003  -1.506  0.5118
C  -0.501  -1.056  1.746  -0.7241
C  0.392  -1.886  0.853  0.6062
C  1.625  -2.472  1.503  -0.7248
O  0.134  -2.072  -0.324  -0.5656
H  -1.364  -0.672  1.177  0.2324
H  0.059  -0.199  2.157  0.2426
H  -0.876  -1.666  2.585  0.2304
H  2.270  -1.667  1.893  0.2366
H  1.340  -3.131  2.340  0.2310
H  2.202  -3.062  0.771  0.2377

Cartesian forces (eV/Å) of the 6 atoms listed first:
0.08 0.74 -0.07
0.07 -0.40 0.12
-0.48 0.07 -0.47
0.75 -0.46 0.95
-0.23 -0.49 -0.15
0.42 -0.18 -0.13


A structure of composition C5H10O3Sc, computed with ωB97M-V/def2-TZVPD.

Its energy relative to the best compared isomer or geometry (same formula, charge and spin) is 291.6 kJ/mol. The total energy comes out at -32180.928 eV. The LUMO energy comes out at -5.51 eV. Its total charge is +1. The HOMO energy comes out at -11.49 eV. The calculation puts the HOMO-LUMO gap at 6.0 eV.

Each line ends with the natural charge from an NBO analysis.
Cartesian coordinates (Å):
C  -2.166  -1.018  -1.225  -0.1019
O  -1.888  -1.337  0.103  -0.8663
C  -0.925  -0.493  -1.955  -0.1074
O  -0.322  0.449  -1.092  -0.6530
C  0.953  1.202  -1.113  -0.1708
C  1.186  1.878  0.178  -0.2903
O  1.067  0.830  1.237  -0.7101
C  1.942  0.980  2.329  -0.2570
Sc  -0.601  -0.167  0.848  2.1351
H  -2.961  -0.246  -1.297  0.1865
H  -2.533  -1.896  -1.791  0.2135
H  -1.170  -0.019  -2.919  0.2230
H  -0.202  -1.313  -2.097  0.1887
H  0.867  1.933  -1.929  0.2389
H  1.703  0.429  -1.342  0.1965
H  0.363  2.588  0.389  0.1506
H  2.121  -0.010  2.771  0.1886
H  2.895  1.407  1.983  0.2385
H  1.503  1.647  3.084  0.1968

Cartesian forces (eV/Å) of the 6 atoms listed first:
-0.85 0.15 -1.87
1.00 0.46 0.80
0.19 -1.03 -1.22
-1.80 -0.08 2.22
1.62 0.44 -0.58
-1.50 0.06 -0.73


An isolated molecule of C5H10OS, computed with ωB97M-V/def2-TZVPD.

Its structure (SMILES) is C=S(=O)=CC(C)C. Its energy relative to the best compared isomer or geometry (same formula, charge and spin) is 522.2 kJ/mol. The total energy comes out at -18224.487 eV. The LUMO energy (spin up / spin down) comes out at -0.29 / -0.65 eV. The HOMO energy (spin up / spin down) comes out at -8.96 / -8.43 eV. The calculation puts the HOMO-LUMO gap (spin up / spin down) at 8.7 / 7.8 eV.

Each line ends with the natural charge from an NBO analysis.
Cartesian coordinates (Å):
C  2.297  -1.550  0.290  -0.4813
S  2.351  0.317  -0.017  1.1812
O  3.047  0.925  1.160  -0.9679
C  0.591  0.417  0.479  -0.2840
C  -0.468  0.189  -0.560  -0.3305
C  -1.453  -0.893  -0.006  -0.5869
C  -1.189  1.563  -0.660  -0.6061
H  2.184  -1.672  1.288  0.1768
H  1.779  -2.049  -0.416  0.1651
H  0.367  0.466  1.604  0.2299
H  -0.079  -0.106  -1.565  0.2204
H  -2.263  -0.346  0.627  0.2018
H  -0.913  -1.463  0.670  0.2116
H  -1.884  -1.415  -0.819  0.2160
H  -0.719  2.418  -0.196  0.2261
H  -2.147  1.466  -0.189  0.2079
H  -1.500  1.733  -1.689  0.2197

Cartesian forces (eV/Å) of the 6 atoms listed first:
1.01 5.09 -0.80
-1.13 -0.81 2.10
0.18 -0.38 -0.91
1.78 -1.34 -0.20
-0.38 0.56 1.09
-1.17 3.29 0.27


An isolated molecule of C5H10OS, computed with ωB97M-V/def2-TZVPD.

Its energy relative to the best compared isomer or geometry (same formula, charge and spin) is 320.5 kJ/mol. The total energy comes out at -18226.577 eV. The LUMO energy comes out at 0.72 eV. The HOMO energy comes out at -7.73 eV. The calculation puts the HOMO-LUMO gap at 8.4 eV.

Each line ends with the natural charge from an NBO analysis.
Cartesian coordinates (Å):
C  -0.538  -0.828  0.025  0.2188
C  -0.987  0.607  -0.413  -0.4051
C  1.435  -0.201  -0.616  -0.3935
C  -1.999  1.195  0.449  -0.6530
C  2.434  -0.400  0.500  -0.6679
O  -1.033  -1.826  -0.744  -0.6866
S  0.612  1.442  -0.626  0.1820
H  -0.187  -1.088  1.027  0.2085
H  -1.446  0.431  -1.460  0.1919
H  1.679  -0.696  -1.568  0.2017
H  -1.696  1.668  1.489  0.2250
H  -2.894  0.581  0.658  0.2265
H  -2.484  2.175  0.117  0.2265
H  3.459  -0.100  0.353  0.2109
H  2.520  -1.429  0.646  0.2113
H  2.274  0.141  1.467  0.2163
H  -1.463  -1.571  -1.553  0.4866

Cartesian forces (eV/Å) of the 6 atoms listed first:
3.90 1.97 -2.93
0.45 -1.79 -1.48
-2.76 -0.24 1.63
-2.60 4.03 3.24
0.03 1.53 0.48
-0.01 -1.37 1.62


An isolated molecule of C5H10P2, computed with ωB97M-V/def2-TZVPD.

Its energy relative to the best compared isomer or geometry (same formula, charge and spin) is 363.8 kJ/mol. The total energy comes out at -23918.384 eV. The LUMO energy (spin up / spin down) comes out at -1.03 / -1.04 eV. The HOMO energy (spin up / spin down) comes out at -7.23 / -7.22 eV. The calculation puts the HOMO-LUMO gap (spin up / spin down) at 6.2 / 6.2 eV.

Each line ends with the natural charge from an NBO analysis.
Cartesian coordinates (Å):
C  -0.717  1.274  0.273  -0.1817
C  -2.951  -0.539  0.927  -0.9577
C  1.555  -0.707  -1.021  -0.6188
C  0.706  1.506  -0.015  -0.6052
C  1.745  0.351  0.135  -0.3956
P  -2.884  -0.705  -0.976  0.0425
P  -1.257  -0.464  0.391  0.6673
H  -3.261  0.331  1.480  0.2500
H  -3.174  -1.564  1.234  0.2542
H  2.163  -1.705  -0.779  0.2208
H  2.128  -0.102  -1.843  0.2160
H  0.499  -0.844  -1.192  0.2036
H  1.174  2.320  0.484  0.2557
H  0.637  1.835  -1.059  0.2680
H  1.499  -0.105  1.069  0.1840
H  2.711  0.720  0.174  0.2045
H  -0.572  -1.603  0.719  -0.0076

Cartesian forces (eV/Å) of the 6 atoms listed first:
-0.59 -1.77 0.79
0.24 -0.89 -1.00
3.81 1.00 0.50
0.86 -1.61 -0.88
-3.25 -1.32 -1.04
0.50 0.87 0.50


A structure of composition C5H10P2, computed with ωB97M-V/def2-TZVPD.

Its energy relative to the best compared isomer or geometry (same formula, charge and spin) is 101.8 kJ/mol. The total energy comes out at -23921.100 eV. The LUMO energy (spin up / spin down) comes out at -0.30 / -0.30 eV. The HOMO energy (spin up / spin down) comes out at -7.91 / -7.92 eV. The calculation puts the HOMO-LUMO gap (spin up / spin down) at 7.6 / 7.6 eV.

Each line ends with the natural charge from an NBO analysis.
Cartesian coordinates (Å):
C  -1.102  -0.092  0.600  -0.4608
C  -0.943  -1.558  2.484  -1.0207
C  1.009  -0.710  -0.963  -0.6019
C  -1.019  0.583  -0.667  -0.5351
C  0.402  0.717  -1.151  -0.3695
P  -2.003  -1.835  0.839  0.4426
P  -0.721  0.170  2.294  0.6685
H  -1.473  -1.749  3.480  0.2353
H  0.058  -2.051  2.398  0.2482
H  2.058  -0.509  -0.907  0.2087
H  0.702  -1.340  -1.757  0.2105
H  0.685  -1.068  -0.075  0.2057
H  -1.352  1.595  -0.532  0.2240
H  -1.667  0.023  -1.354  0.2109
H  0.772  1.578  -0.574  0.1957
H  0.408  0.994  -2.137  0.2059
H  0.674  0.162  2.162  -0.0680

Cartesian forces (eV/Å) of the 6 atoms listed first:
-3.47 -4.67 0.58
-1.35 -2.48 1.23
1.64 3.74 -1.79
-0.95 0.66 -0.75
-0.43 -1.65 2.31
3.22 4.58 1.03


Please write out number 6 again, unchanged.
A structure of composition C5H10O3Sc, computed with ωB97M-V/def2-TZVPD.

Its energy relative to the best compared isomer or geometry (same formula, charge and spin) is 291.6 kJ/mol. The total energy comes out at -32180.928 eV. The LUMO energy comes out at -5.51 eV. Its total charge is +1. The HOMO energy comes out at -11.49 eV. The calculation puts the HOMO-LUMO gap at 6.0 eV.

Each line ends with the natural charge from an NBO analysis.
Cartesian coordinates (Å):
C  -2.166  -1.018  -1.225  -0.1019
O  -1.888  -1.337  0.103  -0.8663
C  -0.925  -0.493  -1.955  -0.1074
O  -0.322  0.449  -1.092  -0.6530
C  0.953  1.202  -1.113  -0.1708
C  1.186  1.878  0.178  -0.2903
O  1.067  0.830  1.237  -0.7101
C  1.942  0.980  2.329  -0.2570
Sc  -0.601  -0.167  0.848  2.1351
H  -2.961  -0.246  -1.297  0.1865
H  -2.533  -1.896  -1.791  0.2135
H  -1.170  -0.019  -2.919  0.2230
H  -0.202  -1.313  -2.097  0.1887
H  0.867  1.933  -1.929  0.2389
H  1.703  0.429  -1.342  0.1965
H  0.363  2.588  0.389  0.1506
H  2.121  -0.010  2.771  0.1886
H  2.895  1.407  1.983  0.2385
H  1.503  1.647  3.084  0.1968

Cartesian forces (eV/Å) of the 6 atoms listed first:
-0.85 0.15 -1.87
1.00 0.46 0.80
0.19 -1.03 -1.22
-1.80 -0.08 2.22
1.62 0.44 -0.58
-1.50 0.06 -0.73


- energy relative to the best compared isomer or geometry (same formula, charge and spin) of number 4 (C5H10O3)?
  209.8 kJ/mol


- What is the energy relative to the best compared isomer or geometry (same formula, charge and spin) in the third record?
  181.1 kJ/mol


- Which formula does entry 1 have?
  C5H10O2S